# 1
Entry from the OMol25 dataset: one molecule with the formula C21H22N2O4 in a non-equilibrium geometry (ωB97M-V/def2-TZVPD).

Computed properties:
E_HOMO ... -0.3035 Eh
Molecular weight ... 366.42 g mol⁻¹
SMILES ... Cc1ccc(CN2C(=O)CC[C@@H]2C(=O)NCc2ccc3c(c2)OCO3)cc1
ΔE to the lowest compared entry with this formula, charge and spin ... 1.081 eV
LUMO level ... 0.73 eV
Kohn-Sham gap ... 9.0 eV

Atoms and positions in Å:
1 C 1.008 -3.427 1.835
2 C 1.200 -1.978 1.510
3 C 0.420 -0.996 2.105
4 C 0.648 0.344 1.848
5 C 1.680 0.735 1.007
6 C 1.974 2.196 0.781
7 N 1.383 2.719 -0.432
8 C 0.404 3.653 -0.439
9 O -0.161 4.083 0.542
10 C 0.140 4.034 -1.890
11 C 1.336 3.464 -2.650
12 C 1.839 2.325 -1.741
13 C 1.246 0.993 -2.232
14 O 1.835 0.292 -3.027
15 N 0.002 0.749 -1.785
16 C -0.769 -0.402 -2.200
17 C -1.386 -1.135 -1.039
18 C -1.222 -2.504 -0.908
19 C -1.815 -3.224 0.127
20 C -2.557 -2.513 1.035
21 C -2.725 -1.132 0.915
22 C -2.161 -0.425 -0.116
23 O -3.505 -0.677 1.942
24 C -3.824 -1.812 2.718
25 O -3.223 -2.955 2.148
26 C 2.450 -0.246 0.392
27 C 2.205 -1.583 0.634
28 H 1.788 -3.757 2.523
29 H 0.044 -3.599 2.306
30 H 1.079 -4.036 0.937
31 H -0.365 -1.282 2.789
32 H 0.032 1.095 2.321
33 H 1.561 2.794 1.598
34 H 3.058 2.352 0.733
35 H 0.042 5.114 -1.983
36 H -0.803 3.585 -2.209
37 H 1.078 3.099 -3.643
38 H 2.113 4.222 -2.754
39 H 2.929 2.231 -1.768
40 H -0.381 1.324 -1.050
41 H -0.090 -1.051 -2.757
42 H -1.567 -0.069 -2.880
43 H -0.622 -3.033 -1.633
44 H -1.695 -4.290 0.216
45 H -2.325 0.637 -0.199
46 H -4.917 -1.944 2.746
47 H -3.451 -1.673 3.746
48 H 3.254 0.036 -0.271
49 H 2.815 -2.332 0.152

# 2
Entry from the OMol25 dataset: one molecule with the formula C21H22N2O4 in a non-equilibrium geometry (ωB97M-V/def2-TZVPD).

Computed properties:
E_HOMO ... -0.2911 Eh
Molecular weight ... 366.42 g mol⁻¹
SMILES ... C/C=C1/CN(C=O)[C@H]2Cc3c([nH]c4ccccc34)C(=O)C[C@@H]1[C@@H]2C(=O)OC
ΔE to the lowest compared entry with this formula, charge and spin ... 6.067 eV
LUMO level ... 0.06 eV
Kohn-Sham gap ... 8.0 eV

Atoms and positions in Å:
1 C -2.679 3.811 -1.476
2 C -2.094 3.331 -0.282
3 C -1.084 2.387 -0.038
4 C -0.694 2.210 1.470
5 N 0.227 1.060 1.660
6 C 0.400 0.424 2.890
7 O -0.356 0.698 3.873
8 C 1.251 0.773 0.617
9 C 1.490 -0.837 0.380
10 C 0.157 -1.602 0.632
11 C -1.147 -1.247 0.315
12 N -1.896 -2.334 0.573
13 C -1.265 -3.351 1.168
14 C -1.598 -4.626 1.555
15 C -0.677 -5.415 2.354
16 C 0.616 -4.944 2.566
17 C 1.062 -3.766 1.931
18 C 0.083 -2.904 1.250
19 C -1.488 -0.296 -0.739
20 O -2.598 -0.422 -1.096
21 C -0.688 0.488 -1.703
22 C -0.144 1.899 -1.144
23 C 1.224 1.700 -0.699
24 C 2.331 1.447 -1.751
25 O 3.449 1.099 -1.266
26 O 1.954 1.490 -3.097
27 C 3.009 1.698 -4.063
28 H -1.979 3.702 -2.317
29 H -3.126 4.913 -1.367
30 H -3.532 3.151 -1.660
31 H -2.605 3.563 0.667
32 H -0.233 3.156 1.946
33 H -1.577 1.925 2.061
34 H 0.899 -0.568 2.846
35 H 2.242 1.157 1.070
36 H 1.971 -1.032 -0.533
37 H 2.132 -1.256 1.159
38 H -2.879 -2.299 0.288
39 H -2.562 -4.976 1.706
40 H -0.914 -6.425 2.667
41 H 1.322 -5.552 3.120
42 H 2.092 -3.450 2.099
43 H -1.298 0.828 -2.513
44 H 0.138 -0.145 -2.106
45 H -0.252 2.615 -2.000
46 H 1.489 2.653 -0.281
47 H 3.271 0.718 -4.522
48 H 3.907 1.988 -3.533
49 H 2.648 2.563 -4.680

# 3
Entry from the OMol25 dataset: C21H22N4O4TcTe as an isolated structure in a non-equilibrium geometry (ωB97M-V/def2-TZVPD).

Computed properties:
E_HOMO (spin up / spin down) ... -0.3959 / -0.3958 Eh
Molecular weight ... 620.03 g mol⁻¹
Charge ... +1
ΔE to the lowest compared entry with this formula, charge and spin ... 1.326 eV
LUMO level (spin up / spin down) ... -4.04 / -4.05 eV
Kohn-Sham gap (spin up / spin down) ... 6.7 / 6.7 eV

Atoms and positions in Å:
1 Tc -0.213 0.195 0.152
2 C -0.950 -3.356 4.244
3 C -0.291 -3.508 2.883
4 N 0.055 -2.198 2.353
5 C -0.170 -1.021 2.951
6 N -0.170 0.098 2.207
7 C -0.146 1.343 2.985
8 C -1.167 1.270 4.108
9 C -0.746 0.155 5.044
10 N -0.330 -1.014 4.281
11 C -0.192 -2.275 4.999
12 H -0.934 -4.302 4.780
13 H -1.990 -3.048 4.133
14 H -0.958 -4.009 2.177
15 H 0.624 -4.103 2.967
16 H 0.222 -2.113 1.359
17 H -0.368 2.176 2.328
18 H 0.862 1.498 3.394
19 H -2.148 1.061 3.679
20 H -1.230 2.210 4.654
21 H -1.563 -0.141 5.708
22 H 0.092 0.479 5.672
23 H -0.581 -2.130 6.005
24 H 0.869 -2.538 5.085
25 Te 2.239 0.296 -0.628
26 O 1.617 2.342 -0.438
27 C 0.487 2.913 -0.177
28 O -0.563 2.299 0.069
29 C 0.472 4.391 -0.169
30 C 1.645 5.135 -0.304
31 C 1.596 6.519 -0.276
32 C 0.380 7.171 -0.120
33 C -0.771 6.408 0.013
34 C -0.754 5.027 -0.005
35 N -2.070 7.080 0.188
36 O -2.079 8.290 0.156
37 O -3.033 6.367 0.405
38 H 2.587 4.623 -0.431
39 H 2.503 7.094 -0.377
40 H 0.309 8.247 -0.099
41 H -1.670 4.470 0.105
42 C -1.122 -1.213 -0.089
43 C -2.146 -2.221 -0.074
44 C -1.811 -3.548 -0.367
45 C -2.787 -4.530 -0.317
46 C -4.086 -4.196 0.036
47 C -4.420 -2.881 0.328
48 C -3.458 -1.889 0.265
49 H -0.796 -3.794 -0.644
50 H -2.535 -5.553 -0.553
51 H -4.845 -4.963 0.076
52 H -5.437 -2.628 0.591
53 H -3.715 -0.861 0.473

# 4
Entry from the OMol25 dataset: C21H22N5O2PdS2 as an isolated structure (ωB97M-V/def2-TZVPD).

Computed properties:
E_HOMO ... -0.1466 Eh
Molecular weight ... 546.99 g mol⁻¹
Charge ... -1
ΔE to the lowest compared entry with this formula, charge and spin ... 1.654 eV
LUMO level ... 1.21 eV
Kohn-Sham gap ... 5.2 eV

Atoms and positions in Å:
1 Pd -0.951 0.049 -0.916
2 S -1.840 0.345 1.269
3 C -1.033 1.800 1.758
4 C -0.976 2.146 3.112
5 C -0.289 3.267 3.564
6 C -0.207 3.525 4.972
7 N -0.137 3.702 6.107
8 C 0.338 4.111 2.631
9 C 0.264 3.795 1.278
10 C -0.384 2.648 0.819
11 S -0.323 2.249 -0.875
12 C 1.079 5.263 3.050
13 N 1.686 6.189 3.365
14 H -1.466 1.502 3.832
15 H 0.756 4.439 0.559
16 C 3.473 0.242 2.272
17 C 2.303 0.702 1.363
18 N 1.520 -0.449 0.975
19 C 2.273 -1.328 0.106
20 C 3.591 -1.740 0.805
21 N 3.488 -1.264 2.233
22 C 2.236 -1.815 2.866
23 C 1.033 -1.165 2.137
24 H 3.337 0.526 3.315
25 H 4.452 0.582 1.933
26 H 2.670 1.194 0.462
27 H 1.676 1.413 1.899
28 H 2.498 -0.814 -0.825
29 H 1.645 -2.186 -0.124
30 H 4.471 -1.258 0.376
31 H 3.750 -2.817 0.834
32 H 4.294 -1.596 2.752
33 H 2.284 -1.580 3.929
34 H 2.277 -2.897 2.735
35 H 0.501 -0.469 2.783
36 H 0.324 -1.920 1.800
37 O -2.090 -2.519 -1.710
38 N -1.259 -1.995 -0.981
39 O -0.529 -2.726 -0.278
40 C -0.311 -0.059 -2.903
41 C 1.091 -0.501 -3.030
42 C 2.148 0.424 -3.025
43 C 3.472 0.017 -3.096
44 C 3.792 -1.336 -3.177
45 C 2.757 -2.266 -3.198
46 C 1.434 -1.856 -3.127
47 H -1.002 -0.753 -3.384
48 H -0.441 0.935 -3.336
49 H 1.911 1.479 -2.941
50 H 4.261 0.761 -3.093
51 H 4.825 -1.657 -3.248
52 H 2.983 -3.324 -3.273
53 H 0.641 -2.596 -3.121